(1)
The following is a DFT calculation (ωB97M-V with the def2-TZVPD basis set) of C2H5NS2 in the gas phase in a non-equilibrium geometry.

Structure (XYZ):
```
10
Properties=species:S:1:pos:R:3
C 0.19049 -0.35944 -0.19940
C 0.60391 0.92279 0.40475
N -1.80380 -2.03702 -0.77148
S -3.43637 -0.50465 1.34857
S -1.77949 -0.72825 0.09892
H 0.17804 -0.47359 -1.27788
H 1.60137 1.12516 0.05895
H 0.51571 0.80261 1.45925
H -0.09112 1.65567 0.01342
H -2.72488 -2.47072 -0.65150
```

## Properties
charge: 0
HOMO level (spin up / spin down): -0.329 / -0.303 Eh
frontier orbital gap (spin up / spin down): 7.58 / 6.92 eV
relative energy (zero: lowest compared OMol25 entry of this formula, charge and spin): 518.3 kJ/mol
2S+1: 1

natural (NBO) population analysis, charges in e, atoms 1 to 8: atom 1 (C): -0.135, atom 2 (C): -0.729, atom 3 (N): -0.885, atom 4 (S): -0.386, atom 5 (S): 0.865, atom 6 (H): 0.187, atom 7 (H): 0.243, atom 8 (H): 0.231


(2)
The following is a DFT calculation (ωB97M-V with the def2-TZVPD basis set) of 2 unconnected molecules or ions with the total composition C2H5O in a non-equilibrium geometry.

Structure (XYZ):
```
8
Properties=species:S:1:pos:R:3
C -0.04281 1.44569 0.55090
O -0.62248 2.35038 1.24346
C 0.13177 0.06079 0.74484
H -0.36324 -2.03400 -1.75765
H -0.25892 -0.50583 1.58304
H -0.14764 -2.76525 -1.86570
H 0.60706 1.74878 -0.31794
H 0.69625 -0.30055 -0.18096
```

## Properties
charge: -1
HOMO level: -0.074 Eh
frontier orbital gap: 7.18 eV
relative energy (zero: lowest compared OMol25 entry of this formula, charge and spin): 69.1 kJ/mol
2S+1: 1

Just the natural (NBO) charges please, in e? Sure, here they are: atom 1 (C): 0.252, atom 2 (O): -0.807, atom 3 (C): -0.812, atom 4 (H): 0.037, atom 5 (H): 0.174, atom 6 (H): -0.044, atom 7 (H): 0.040, atom 8 (H): 0.160


(3)
The following is a DFT calculation (ωB97M-V with the def2-TZVPD basis set) of 2 unconnected molecules or ions with the total composition C2H5O2 in a non-equilibrium geometry.

Structure (XYZ):
```
9
Properties=species:S:1:pos:R:3
O -0.11127 -2.25005 2.31089
H -1.01372 -2.37592 1.99652
C -0.28023 0.80658 0.25913
C 0.08422 0.43204 -0.96567
O 0.69200 1.30928 -1.87764
H -0.50312 0.01842 1.00196
H -0.14706 1.79302 0.68484
H -0.21245 -0.52748 -1.39532
H 1.49163 0.79412 -2.01471
```

## Properties
charge: -1
HOMO level: -0.079 Eh
frontier orbital gap: 5.70 eV
relative energy (zero: lowest compared OMol25 entry of this formula, charge and spin): 292.6 kJ/mol
2S+1: 1

natural (NBO) population analysis, charges in e, atoms 1 to 8: atom 1 (O): -1.367, atom 2 (H): 0.381, atom 3 (C): -0.471, atom 4 (C): 0.080, atom 5 (O): -0.725, atom 6 (H): 0.284, atom 7 (H): 0.184, atom 8 (H): 0.169


(4)
The following is a DFT calculation (ωB97M-V with the def2-TZVPD basis set) of 2 unconnected molecules or ions with the total composition C2H5O2S2 in a non-equilibrium geometry.

Structure (XYZ):
```
11
Properties=species:S:1:pos:R:3
O 0.76239 -1.64732 0.90780
C 0.74218 -0.84562 1.81377
O 0.50539 0.41079 1.74984
H 0.94686 -1.19943 2.84221
C 0.46170 0.88285 -1.24796
S -1.06397 0.35033 -2.06229
S -2.38707 0.24345 -0.47718
H 0.42868 1.93547 -0.98395
H 1.26803 0.70647 -1.95927
H 0.56548 0.22561 -0.38432
H -2.22970 -1.06261 -0.19865
```

## Properties
charge: 0
HOMO level (spin up / spin down): -0.334 / -0.333 Eh
frontier orbital gap (spin up / spin down): 9.65 / 5.32 eV
relative energy (zero: lowest compared OMol25 entry of this formula, charge and spin): 91.4 kJ/mol
2S+1: 2
⟨S²⟩: 0.755

natural (NBO) population analysis, charges in e, atoms 1 to 8: atom 1 (O): -0.571, atom 2 (C): 0.553, atom 3 (O): -0.187, atom 4 (H): 0.168, atom 5 (C): -0.736, atom 6 (S): 0.100, atom 7 (S): -0.138, atom 8 (H): 0.219


(5)
The following is a DFT calculation (ωB97M-V with the def2-TZVPD basis set) of a molecular structure, C2H5O3Rb in a non-equilibrium geometry.

Structure (XYZ):
```
11
Properties=species:S:1:pos:R:3
H -2.14131 0.88892 0.59717
O -0.84152 1.53914 -0.86346
O 0.34205 0.94878 -1.17050
C -1.20888 1.44738 0.43748
H -1.20343 2.45151 0.87842
Rb 2.81031 -2.50161 -2.99865
O 0.94969 -0.82720 -0.57144
C 0.61739 -1.07339 0.68229
H 1.45966 -1.49101 1.25189
H -0.46733 0.23873 0.87492
H -0.31665 -1.62126 0.88188
```

## Properties
charge: +2
HOMO level (spin up / spin down): -0.725 / -0.715 Eh
frontier orbital gap (spin up / spin down): 8.36 / 7.31 eV
relative energy (zero: lowest compared OMol25 entry of this formula, charge and spin): 201.0 kJ/mol
2S+1: 1

natural (NBO) population analysis, charges in e, atoms 1 to 8: atom 1 (H): 0.264, atom 2 (O): 0.022, atom 3 (O): 0.119, atom 4 (C): -0.160, atom 5 (H): 0.295, atom 6 (Rb): 1.000, atom 7 (O): -0.363, atom 8 (C): 0.211


(6)
The following is a DFT calculation (ωB97M-V with the def2-TZVPD basis set) of 2 unconnected molecules or ions with the total composition C2H5O3S in a non-equilibrium geometry.

Structure (XYZ):
```
11
Properties=species:S:1:pos:R:3
C -1.09277 -1.52156 -0.84089
C 0.28843 1.38613 0.54935
O -1.03318 0.26173 -2.75804
O -3.27283 -0.31941 -1.77818
O -0.96928 1.08356 0.92871
S -1.83353 -0.22082 -1.61859
H -1.53907 -1.96066 0.09762
H -0.03981 -1.15858 -0.64669
H 0.91983 1.69123 1.45530
H 0.33181 2.22404 -0.20921
H 0.76133 0.46139 0.02460
```

## Properties
charge: -1
HOMO level (spin up / spin down): -0.132 / -0.104 Eh
frontier orbital gap (spin up / spin down): 6.49 / 5.55 eV
relative energy (zero: lowest compared OMol25 entry of this formula, charge and spin): 395.4 kJ/mol
2S+1: 1

natural (NBO) population analysis, charges in e, atoms 1 to 8: atom 1 (C): -0.873, atom 2 (C): -0.211, atom 3 (O): -0.908, atom 4 (O): -0.910, atom 5 (O): -0.845, atom 6 (S): 2.002, atom 7 (H): 0.229, atom 8 (H): 0.225


(7)
The following is a DFT calculation (ωB97M-V with the def2-TZVPD basis set) of a molecular structure, C2H5O3Tl in a non-equilibrium geometry.

Structure (XYZ):
```
11
Properties=species:S:1:pos:R:3
H -1.45048 1.67046 5.67664
O -0.33432 2.16194 4.07310
O 0.50616 1.10644 4.28811
C -1.39245 2.21394 4.72833
H -2.02762 3.07554 4.50968
Tl 1.61813 0.22066 2.32168
O 0.34403 -0.20936 0.28842
C -0.91728 -0.08392 -0.16562
H -0.97256 -0.02459 -1.26523
H -1.41970 -1.04315 0.12278
H -1.52081 0.70480 0.38028
```

## Properties
charge: +1
HOMO level (spin up / spin down): -0.519 / -0.520 Eh
frontier orbital gap (spin up / spin down): 9.03 / 7.58 eV
relative energy (zero: lowest compared OMol25 entry of this formula, charge and spin): 0.0 kJ/mol
2S+1: 2
⟨S²⟩: 0.755

natural (NBO) population analysis, charges in e, atoms 1 to 8: atom 1 (H): 0.215, atom 2 (O): -0.084, atom 3 (O): -0.551, atom 4 (C): 0.256, atom 5 (H): 0.211, atom 6 (Tl): 0.968, atom 7 (O): -0.357, atom 8 (C): -0.332


(8)
The following is a DFT calculation (ωB97M-V with the def2-TZVPD basis set) of a molecular structure, C2H5O3Tl in a non-equilibrium geometry.

Structure (XYZ):
```
11
Properties=species:S:1:pos:R:3
H -0.71800 -0.52657 1.80117
O 0.88862 -1.71444 1.58369
O 1.73395 -0.66147 1.79672
C -0.33875 -1.50536 1.48813
H -0.91709 -2.38692 1.20014
Tl 1.57623 0.76910 0.53397
O 0.71411 1.38047 -1.10796
C -0.48165 1.17922 -1.67258
H -0.31586 1.11030 -2.78115
H -1.03204 0.26353 -1.24115
H -1.10952 2.09215 -1.60097
```

## Properties
charge: +3
HOMO level (spin up / spin down): -1.000 / -0.986 Eh
frontier orbital gap (spin up / spin down): 8.71 / 7.77 eV
relative energy (zero: lowest compared OMol25 entry of this formula, charge and spin): 119.0 kJ/mol
2S+1: 2
⟨S²⟩: 0.758

Löwdin population analysis, charges in e, atoms 1 to 8: atom 1 (H): 0.170, atom 2 (O): 0.088, atom 3 (O): -0.122, atom 4 (C): 0.309, atom 5 (H): 0.203, atom 6 (Tl): 1.833, atom 7 (O): -0.108, atom 8 (C): 0.008


(9)
The following is a DFT calculation (ωB97M-V with the def2-TZVPD basis set) of 2 unconnected molecules or ions with the total composition C2H5O4 in a non-equilibrium geometry.

Structure (XYZ):
```
11
Properties=species:S:1:pos:R:3
C -0.75922 -0.07240 -0.07187
C 0.56516 0.17858 0.31078
O 4.72488 -0.78468 -0.75010
O 1.46813 0.48909 -0.52946
O 3.88306 0.69920 0.63006
O 4.84477 -0.01106 0.21599
H -0.71366 -1.12702 0.08371
H -0.93481 0.27783 -1.01930
H -1.51877 0.22003 0.59126
H 0.97668 -0.12484 1.30882
H 2.46949 0.46131 -0.26781
```

## Properties
charge: +1
HOMO level (spin up / spin down): -0.625 / -0.625 Eh
frontier orbital gap (spin up / spin down): 9.69 / 9.69 eV
relative energy (zero: lowest compared OMol25 entry of this formula, charge and spin): 0.0 kJ/mol
2S+1: 1

natural (NBO) population analysis, charges in e, atoms 1 to 8: atom 1 (C): -0.722, atom 2 (C): 0.557, atom 3 (O): -0.050, atom 4 (O): -0.543, atom 5 (O): -0.207, atom 6 (O): 0.352, atom 7 (H): 0.308, atom 8 (H): 0.272


(10)
The following is a DFT calculation (ωB97M-V with the def2-TZVPD basis set) of a gas-phase ion, C2H5O4 (charge +1) in a non-equilibrium geometry.

Structure (XYZ):
```
11
Properties=species:S:1:pos:R:3
C -0.38435 -0.59120 0.22166
C -0.02317 0.92425 0.14356
O -0.27786 1.65291 3.56654
O 1.23992 1.35194 0.42085
O -0.82096 1.45307 1.36761
O 0.10014 1.64922 2.42015
H 0.48313 -1.09862 0.51870
H -0.71975 -0.93099 -0.69390
H -1.12428 -0.80456 0.93552
H -0.51092 1.28802 -0.71523
H 1.72458 1.33301 -0.40199
```

## Properties
charge: +1
HOMO level (spin up / spin down): -0.612 / -0.612 Eh
frontier orbital gap (spin up / spin down): 7.07 / 7.09 eV
relative energy (zero: lowest compared OMol25 entry of this formula, charge and spin): 103.8 kJ/mol
2S+1: 1

natural (NBO) population analysis, charges in e, atoms 1 to 8: atom 1 (C): -0.656, atom 2 (C): 0.385, atom 3 (O): 0.163, atom 4 (O): -0.668, atom 5 (O): -0.072, atom 6 (O): 0.362, atom 7 (H): 0.248, atom 8 (H): 0.250


Q: Which value of 2S+1 does entry 10 give?
A: 1


Q: charge of number 9 (C2H5O4)?
A: +1


Q: Look up the charge of the third one.
A: -1